ORCA calculation (wB97M-V/def2-TZVPD) on a cluster of 2 separate species, C6H4NO3 in total in a non-equilibrium geometry.

The LUMO energy comes out at 0.135 Ha. The value obtained for the HOMO-LUMO gap is 8.0 eV. Its charge is -1. Its energy above the lowest of the compared OMol25 structures with the same formula, charge and spin is 46.86 kcal per mole. The calculation puts the HOMO energy at -4.29 eV.

Last column: natural (NBO) charge in e.
Cartesian coordinates (Å):
C -1.90 -1.47 1.17  0.209
C 0.50 -1.67 1.80  -0.388
C 0.01 1.24 -0.34  -0.656
C -0.60 -1.21 1.25  -0.279
C 0.08 -0.05 -0.66  0.683
C 0.51 2.12 -1.35  0.758
N -3.07 -1.52 1.07  -0.417
O 0.96 1.61 -2.56  -0.717
O 0.58 3.31 -1.18  -0.641
O 0.26 -0.73 -1.62  -0.626
H 1.52 -1.37 1.73  0.186
H 0.34 -2.39 2.56  0.151
H -0.22 1.46 0.65  0.247
H 1.03 0.66 -2.51  0.490

***

ORCA calculation (wB97M-V/def2-TZVPD) on a cluster of 2 separate species, C6H4NO3 in total in a non-equilibrium geometry.

The LUMO energy comes out at 0.135 Ha. The value obtained for the HOMO-LUMO gap is 5.6 eV. Its charge is -1. Its energy above the lowest of the compared OMol25 structures with the same formula, charge and spin is 61.78 kcal per mole. The calculation puts the HOMO energy at -1.97 eV.

Last column: natural (NBO) charge in e.
Cartesian coordinates (Å):
C 1.05 1.14 0.82  -0.319
C 0.21 -0.74 -0.57  -0.286
C 2.13 1.05 0.01  0.099
C 1.34 -0.62 -1.26  0.052
C -0.13 0.36 0.38  0.039
C -3.41 -0.89 0.67  1.056
N -1.24 0.71 0.72  -0.741
O -3.47 -0.98 1.83  -0.566
O -3.68 -1.06 -0.45  -0.586
O 2.39 0.29 -1.07  -0.493
H 0.87 1.83 1.56  0.217
H -0.51 -1.56 -0.87  0.216
H 2.94 1.94 0.14  0.143
H 1.51 -1.48 -1.91  0.169

***

ORCA calculation (wB97M-V/def2-TZVPD) on an isolated molecule of C6H4O in a non-equilibrium geometry.

The LUMO energy comes out at -0.002 Ha. The value obtained for the HOMO-LUMO gap is 9.5 eV. Its energy above the lowest of the compared OMol25 structures with the same formula, charge and spin is 63.61 kcal per mole. The calculation puts the HOMO energy at -9.53 eV. As for the SMILES: C#CC=C=CC=O.

Last column: natural (NBO) charge in e.
Cartesian coordinates (Å):
C 1.61 1.85 1.97  -0.182
C 0.68 1.49 1.28  -0.047
C -0.43 1.00 0.53  -0.339
C -0.32 0.33 -0.60  0.243
C -0.29 -0.71 -1.43  -0.431
C -0.56 -2.07 -0.93  0.397
O -0.50 -2.37 0.25  -0.503
H 2.41 2.17 2.61  0.243
H -1.36 1.62 0.47  0.260
H -0.20 -0.56 -2.51  0.236
H -1.05 -2.75 -1.65  0.124

***

ORCA calculation (wB97M-V/def2-TZVPD) on an isolated molecule of C6H4O in a non-equilibrium geometry.

The LUMO energy (alpha / beta) comes out at -0.014 / -0.014 Ha. The value obtained for the HOMO-LUMO gap (alpha / beta) is 7.9 / 7.9 eV. Its energy above the lowest of the compared OMol25 structures with the same formula, charge and spin is 90.48 kcal per mole. The calculation puts the HOMO energy (alpha / beta) at -8.32 / -8.32 eV. As for the SMILES: C#CC(O)=C=C=C.

Last column: natural (NBO) charge in e.
Cartesian coordinates (Å):
C -2.18 2.14 1.04  -0.120
C -1.32 1.33 0.91  -0.081
C -0.35 0.36 0.75  0.292
O 0.64 0.31 1.64  -0.610
C -0.43 -0.55 -0.21  -0.206
C 0.38 -1.10 -0.98  0.089
C 1.43 -1.50 -1.62  -0.545
H -2.93 2.87 1.14  0.232
H 1.27 -0.31 1.19  0.496
H 2.08 -2.26 -1.21  0.229
H 1.42 -1.29 -2.66  0.224

***

ORCA calculation (wB97M-V/def2-TZVPD) on an isolated molecule of C6H4O.

The LUMO energy comes out at 0.013 Ha. The value obtained for the HOMO-LUMO gap is 8.6 eV. Its energy above the lowest of the compared OMol25 structures with the same formula, charge and spin is 70.86 kcal per mole. The calculation puts the HOMO energy at -8.24 eV.

Last column: natural (NBO) charge in e.
Cartesian coordinates (Å):
C 2.34 -0.12 0.11  -0.109
C 1.97 -0.27 -1.08  -0.133
C 0.56 -0.12 -0.50  0.243
C -0.19 0.96 -0.11  -0.306
C -1.48 0.45 0.22  -0.313
C -1.41 -0.90 0.04  0.096
O -0.18 -1.26 -0.40  -0.412
H 2.71 -0.03 1.11  0.253
H 0.15 1.99 -0.10  0.236
H -2.35 1.00 0.56  0.234
H -2.12 -1.71 0.15  0.210

***

ORCA calculation (wB97M-V/def2-TZVPD) on an isolated molecule of C6H4O.

The LUMO energy comes out at 0.040 Ha. The value obtained for the HOMO-LUMO gap is 9.6 eV. Its energy above the lowest of the compared OMol25 structures with the same formula, charge and spin is 18.64 kcal per mole. The calculation puts the HOMO energy at -8.57 eV. As for the SMILES: C#Cc1ccco1.

Last column: natural (NBO) charge in e.
Cartesian coordinates (Å):
C -2.49 -0.67 -1.59  -0.181
C -1.48 -0.43 -0.97  -0.062
C -0.31 -0.12 -0.23  0.179
C -0.11 0.62 0.90  -0.257
C 1.29 0.58 1.16  -0.318
C 1.83 -0.18 0.17  0.105
O 0.88 -0.62 -0.68  -0.383
H -3.39 -0.90 -2.12  0.237
H -0.88 1.14 1.45  0.236
H 1.83 1.06 1.97  0.234
H 2.84 -0.49 -0.06  0.209

***

Energy for the records above, in order: -13918.0495 -13917.4022 -8329.6817 -8328.5166 -8329.3675 -8331.6317 eV